[1]
Here is a structure of composition C18H47NO4RuSi2 from OMol25. Energies are from wB97M-V/def2-TZVPD.

Structure (XYZ):
```
73
Properties=species:S:1:pos:R:3:forces:R:3:mulliken_charge:R:1
O 0.360728 0.108386 2.245080 -0.338 0.876 -0.264 -0.01
O 3.688571 2.035784 -0.718262 0.221 -0.162 -0.308 -0.29
C 0.084626 1.418848 2.793142 0.102 -0.394 -0.430 -0.03
C -0.772068 1.289636 4.035170 0.111 -0.208 0.219 -1.33
H -0.471587 1.953903 2.009431 0.193 -0.061 0.243 -0.03
H 1.020141 1.963471 2.969535 -0.369 -0.112 0.047 0.41
H -1.734813 0.816838 3.781867 0.284 0.220 0.182 0.25
H -0.942133 2.272596 4.471183 -0.224 0.085 -0.062 0.43
H -0.281338 0.694040 4.817795 -0.071 0.023 -0.294 0.30
C 1.675013 -0.414972 2.274479 0.401 -0.533 0.395 0.73
C 2.854883 0.539518 2.426926 0.068 -0.048 -0.144 -1.84
H 1.785307 -0.990735 1.338189 0.042 0.199 0.196 -0.32
H 1.705369 -1.147407 3.099507 0.163 0.171 -0.134 0.08
H 2.995456 1.188415 1.548216 -0.134 -0.096 0.340 0.39
H 3.761451 -0.080825 2.519319 -0.283 0.217 -0.015 0.45
H 2.774627 1.140060 3.344040 0.149 -0.186 -0.298 0.52
C 3.797334 0.966228 -1.653007 0.073 0.127 -0.093 0.21
C 3.263886 3.287880 -1.242177 -0.339 0.182 -0.035 -0.03
C 4.665525 -0.120467 -1.053277 -0.111 0.083 0.092 -1.20
H 4.262357 1.316918 -2.592383 -0.241 0.031 0.251 0.46
H 2.801562 0.546600 -1.895739 0.205 0.242 0.019 -0.21
H 5.646816 0.276951 -0.785112 -0.113 -0.022 0.029 0.32
H 4.809396 -0.912978 -1.789513 -0.041 -0.067 0.094 0.42
H 4.187156 -0.530796 -0.156801 0.167 -0.012 -0.119 0.09
C 4.143026 4.421386 -0.742126 0.066 -0.441 -0.089 -1.36
H 2.232985 3.473680 -0.895691 0.086 -0.122 -0.264 0.09
H 3.277503 3.290452 -2.347809 -0.099 -0.182 0.355 0.44
H 4.203849 4.401456 0.351752 0.028 0.109 -0.234 0.30
H 3.710646 5.361637 -1.083411 0.063 0.105 0.133 0.40
H 5.142224 4.320448 -1.173325 -0.016 0.088 0.198 0.31
H -1.801607 0.893519 -0.576626 0.178 -0.386 0.717 -0.53
Ru -1.888350 -2.098864 -0.075666 0.842 1.764 0.920 0.42
C -1.189611 1.794322 -0.660675 -0.251 -0.606 -0.019 0.00
Si -1.468757 2.073233 -2.483148 -0.002 -0.624 1.067 0.10
H -1.614492 2.552090 -0.011473 -0.069 0.144 0.054 0.46
H -0.172058 1.573851 -0.360464 0.177 -0.077 0.098 0.07
C -1.625155 3.903881 -2.553869 -0.208 0.310 -0.817 -1.05
C -3.053755 1.122925 -2.864809 -0.364 0.059 -0.240 -0.95
C -0.120058 1.163186 -3.386843 0.285 0.088 -0.497 -0.37
C -1.834357 -2.136086 1.885350 -0.506 0.159 1.959 -0.73
Si -0.724662 -3.604543 1.336735 0.093 -0.631 0.621 0.71
H -2.761842 -2.436539 2.405258 0.507 -0.049 0.039 0.60
H -1.361316 -1.242022 2.354705 -0.150 -0.611 -0.349 0.00
C 0.590903 -3.768182 2.645314 0.292 -0.205 0.119 -1.18
C 0.061738 -3.030921 -0.379804 1.295 -0.201 0.041 -0.68
C -1.776011 -5.106948 0.988231 0.028 -0.106 0.020 -1.13
H 0.832154 1.141865 -2.844153 -0.164 0.223 -0.112 -0.28
H 0.041880 1.639581 -4.361441 0.173 -0.245 0.036 0.36
H -0.403476 0.116213 -3.568556 -0.049 0.280 0.004 0.31
H -2.236745 4.256243 -1.717857 -0.012 -0.124 -0.159 0.36
H -2.097345 4.201514 -3.492112 0.109 0.396 0.040 0.35
H -0.645787 4.374913 -2.460814 0.010 0.057 -0.113 0.31
H -3.891611 1.388721 -2.203730 0.111 0.195 -0.169 0.32
H -2.938979 0.025815 -2.791739 0.279 0.392 -0.081 0.09
H -3.354523 1.348699 -3.896824 -0.165 -0.156 0.178 0.46
H 1.068125 -2.856992 0.030578 -0.069 0.119 -0.608 0.44
H -0.191438 -2.049632 -0.923129 0.966 -0.424 0.002 0.01
H 0.070752 -3.801128 -1.162075 0.092 0.148 0.363 0.64
H -1.101148 -5.946773 0.780561 -0.277 -0.028 0.028 0.33
H -2.451023 -4.966724 0.122590 0.405 -0.142 0.451 0.25
H -2.390389 -5.346196 1.866372 0.156 -0.083 -0.172 0.33
H 0.829622 -4.831909 2.799315 0.027 0.322 -0.010 0.45
H 0.217852 -3.349158 3.594219 0.147 -0.198 -0.351 0.34
H 1.509950 -3.227457 2.370398 -0.318 -0.265 0.124 0.29
N -3.733090 -1.020204 0.096660 -0.885 0.831 0.440 -0.39
C -4.570903 -1.727286 -0.877265 -1.194 0.006 -0.163 -0.51
C -3.742725 -2.944318 -1.314116 1.549 2.571 -0.246 0.69
O -4.191915 -4.090803 -1.275113 -0.551 -1.595 -0.298 -0.36
O -2.512070 -2.582080 -1.790308 -2.548 -1.328 -2.070 -0.62
H -4.100366 -1.129569 1.049013 0.189 0.109 -0.519 0.34
H -3.625945 -0.026503 -0.079496 -0.280 0.176 -0.233 0.15
H -5.482469 -2.068919 -0.381220 -0.022 0.050 -0.387 0.39
H -4.817498 -1.067765 -1.728972 0.134 -0.423 0.281 0.29
```
Positions in Å, forces in eV/Å.

Results
Highest occupied orbital energy (alpha / beta) in eV: -9.2 / -11.7
LUMO (alpha / beta) in Eh: -0.08401 / -0.26932
HOMO-LUMO gap (alpha / beta) in eV: 6.9 / 4.4
2S+1: 6
Net charge: +1

---

[2]
Here is a cluster of 8 separate species, C18H47NO7S7 in total from OMol25. Energies are from wB97M-V/def2-TZVPD.

Structure (XYZ):
```
80
Properties=species:S:1:pos:R:3:forces:R:3:mulliken_charge:R:1
C 13.262150 19.032600 -18.897660 -0.559 0.640 0.292 -0.90
S 12.145680 17.675370 -18.478850 1.508 -1.618 3.231 0.53
O 12.843000 16.995170 -17.239010 -1.507 1.094 -2.531 -0.69
C 10.766550 18.635930 -17.709610 0.306 -0.456 -0.020 -0.43
H 13.131770 19.697360 -18.043730 0.088 0.476 -0.338 0.29
H 12.938040 19.438700 -19.855850 -0.139 0.370 0.174 0.32
H 14.331070 18.831450 -18.968760 -0.303 -0.892 0.089 0.35
H 9.912190 17.982540 -17.532880 -0.127 -0.190 -0.995 -0.34
H 10.551990 19.493390 -18.347450 -0.285 0.010 0.275 0.42
H 10.974300 18.845810 -16.660380 0.943 0.631 -0.216 0.48
C 7.075710 17.791710 -11.133730 -0.877 -0.935 -0.700 -0.65
S 6.564490 16.281520 -10.264320 -3.272 1.408 1.163 0.39
O 5.608800 16.877600 -9.216690 1.451 -0.992 -0.507 -0.64
C 5.352140 15.587260 -11.504790 0.970 -0.535 -0.418 -0.54
H 7.599370 17.405110 -12.008040 0.459 0.641 -0.089 0.18
H 7.583580 18.499160 -10.478230 0.333 -0.537 -0.030 0.43
H 6.142370 18.254960 -11.453690 0.070 0.025 -0.063 0.19
H 4.731170 16.284890 -12.066750 0.442 0.498 0.202 -0.03
H 4.654090 14.869650 -11.073660 0.304 0.220 0.853 0.43
H 5.946510 14.976030 -12.183930 0.051 0.204 -0.391 0.23
C 7.638620 20.947700 -15.907710 -0.685 0.000 0.881 -0.52
S 7.448150 21.039570 -14.016290 1.130 -0.014 0.317 0.31
O 6.510810 20.074650 -13.365570 -0.390 0.049 -1.137 -0.48
C 9.044230 20.327720 -13.509500 0.204 0.207 -0.662 -0.85
H 7.371360 19.962540 -16.289990 0.135 0.100 -0.045 -0.14
H 8.590270 21.326800 -16.280200 0.399 -0.424 0.541 0.44
H 6.953590 21.705610 -16.287710 -0.448 -0.282 0.118 0.32
H 9.123560 20.403460 -12.425030 -0.077 0.287 -0.134 0.31
H 9.838250 20.863180 -14.029990 0.147 0.116 0.263 0.39
H 9.128430 19.271020 -13.763280 -0.368 -0.022 -0.190 0.17
C 9.910070 16.811060 -21.971920 -0.994 0.316 0.097 -0.72
S 8.308120 17.808820 -22.118560 1.112 0.480 0.127 0.47
O 8.698440 19.254600 -22.292270 -0.218 -1.056 0.230 -0.63
C 7.612300 17.597510 -20.434110 -0.076 -0.416 -0.763 -0.48
H 9.732590 16.030840 -21.231750 0.231 0.105 0.103 0.24
H 10.729760 17.481890 -21.714650 -0.201 -0.001 0.205 0.17
H 10.129020 16.324450 -22.922380 -0.207 0.234 -0.079 0.37
H 7.603400 16.524850 -20.240640 0.222 -0.093 0.146 0.30
H 6.563440 17.863390 -20.565610 0.155 0.302 0.138 0.02
H 8.052440 18.178400 -19.623590 0.130 0.005 -0.333 0.23
C 7.728450 16.483130 -16.325130 0.962 0.359 -0.100 -0.90
S 6.673930 15.099780 -15.893750 -1.581 0.906 -0.998 0.19
O 5.707910 15.631180 -14.852860 1.829 -1.168 -0.601 -0.41
C 5.697030 15.104590 -17.507930 0.537 -1.217 0.505 -0.08
H 7.187680 17.413890 -16.496490 -0.307 -0.128 0.146 0.07
H 8.349290 16.298290 -17.201770 -0.357 -0.452 -0.319 0.45
H 8.487350 16.606220 -15.552460 -0.343 0.053 0.438 0.45
H 6.410590 14.979630 -18.322370 0.108 0.606 -0.052 0.32
H 4.968210 15.906410 -17.626270 0.559 0.261 0.252 -0.18
H 5.137670 14.170550 -17.560830 -0.187 -0.029 0.478 -0.10
C 3.893900 11.470660 -16.039470 -0.036 -0.343 -0.841 -0.38
S 2.377990 11.625290 -17.133830 1.261 1.295 1.390 0.42
O 2.158810 13.118520 -17.023280 -0.275 -1.040 -0.765 -0.54
C 3.243320 11.262750 -18.700450 -0.686 -0.540 -0.082 -0.89
H 3.685150 11.378430 -14.973620 -0.427 -0.209 -0.256 0.35
H 4.471340 12.386790 -16.163480 -0.262 0.141 -0.237 -0.21
H 4.498980 10.650100 -16.425010 -0.043 -0.190 0.363 0.36
H 2.538220 10.894290 -19.445550 -0.566 0.818 -0.044 0.35
H 3.813030 10.336490 -18.625800 0.796 0.447 0.514 0.36
H 3.739250 12.179450 -19.019500 0.292 -0.340 -0.037 0.23
C 4.052100 20.068020 -17.127790 0.043 -0.104 0.205 -0.68
S 4.914050 19.743670 -18.741840 -0.067 -1.328 1.620 0.31
O 6.314170 19.277890 -18.365750 -1.299 0.413 -0.232 -0.35
C 3.863060 18.217310 -18.984770 0.099 0.170 -0.079 -0.62
H 4.373480 19.266940 -16.462150 -0.014 -0.173 -0.078 -0.02
H 2.967020 20.022400 -17.220650 0.035 -0.145 -0.331 0.43
H 4.260950 20.996490 -16.596330 0.465 0.210 -0.606 0.37
H 4.266100 17.568130 -19.762080 0.070 0.406 -0.256 0.33
H 2.853660 18.547200 -19.230500 0.096 0.122 -0.304 0.46
H 3.744220 17.582620 -18.106630 0.361 0.438 0.417 -0.08
N 3.687920 17.034470 -14.648710 -0.459 0.489 -2.098 0.66
C 3.756110 18.120430 -13.884920 -1.067 0.189 1.554 -0.67
C 2.443000 18.372800 -13.456440 1.903 2.112 -0.031 -0.93
C 1.575350 17.552070 -14.199790 -0.441 0.575 0.752 -0.71
C 2.391400 16.800010 -14.963130 -0.168 -2.455 -0.719 -0.65
H 4.508440 16.600030 -15.046350 -0.197 -0.199 -0.069 0.09
H 4.713940 18.597250 -13.737910 -0.154 0.121 0.518 0.94
H 2.332510 19.263350 -12.855520 -0.853 -0.208 0.227 0.42
H 0.506330 17.412620 -14.135330 0.076 0.317 -0.012 0.46
H 2.088790 15.977510 -15.594250 0.241 -0.133 -0.036 0.47
```
Positions in Å, forces in eV/Å.

Results
Highest occupied orbital energy in eV: -7.4
LUMO in Eh: -0.00391
Energy relative to the best compared isomer or geometry (same formula, charge and spin) in kJ/mol: 0.0
HOMO-LUMO gap in eV: 7.3
Net charge: 0

---

[3]
Here is a structure of composition C18H48Br2F6N4O12S2V from OMol25. Energies are from wB97M-V/def2-TZVPD.

Structure (XYZ):
```
93
Properties=species:S:1:pos:R:3:forces:R:3:mulliken_charge:R:1
O 0.561434 -0.948117 0.137859 -2.462 -0.215 -2.546 -0.62
V -0.565806 -1.073667 -1.019251 -0.988 -0.250 3.694 1.78
O -2.012166 -1.126877 -0.291211 3.455 0.195 -1.627 -0.58
C -6.811896 3.474393 1.594749 1.069 -0.988 1.350 -1.44
C -6.562786 4.875503 1.326579 0.142 3.481 -1.742 0.04
C -5.319506 5.552533 2.055519 -0.946 1.083 -0.616 -0.65
O -4.971416 6.934153 1.671589 0.691 -3.091 0.137 -0.36
C -5.942556 7.836913 2.052079 -0.929 1.427 -0.886 -0.67
N -6.420896 5.047983 -0.214481 0.306 -0.475 1.102 -0.27
H -6.272116 6.015213 -0.464341 0.667 0.336 -0.202 0.33
H -5.677166 4.421523 -0.487481 0.664 0.107 -0.829 0.37
H -7.267016 4.750773 -0.679071 -0.349 -0.294 -0.216 0.36
H -6.785946 3.433063 2.683659 -1.090 -0.373 0.216 0.36
H -5.911536 2.882663 1.429569 -0.110 -0.312 -0.857 0.44
H -7.711636 3.121953 1.090389 0.158 -0.370 0.441 0.42
H -7.479626 5.459683 1.405439 0.040 0.129 1.032 0.42
H -4.470026 4.888623 1.895179 0.260 0.403 0.091 0.40
H -5.595656 5.645633 3.105839 0.087 -0.614 0.167 0.43
H -6.314476 7.811533 3.076349 0.000 -0.637 0.129 0.31
H -6.729806 7.746603 1.303629 -0.857 0.207 0.411 0.25
H -5.580036 8.856113 1.918199 0.427 -0.130 -0.055 0.26
C 7.039194 -4.068697 -0.235861 -0.789 -0.384 0.011 -1.43
C 8.510604 -3.865167 -0.483881 0.551 0.114 0.919 0.39
C 9.379254 -4.819827 0.369849 0.526 -0.466 -0.676 -0.73
O 10.776184 -4.694797 0.187199 0.070 1.177 0.493 -0.35
C 11.431744 -3.702267 0.999789 0.541 -0.187 0.434 -0.76
N 8.801414 -3.936207 -1.996671 -0.046 0.671 0.236 -0.30
H 8.132754 -3.362447 -2.490421 -0.931 0.131 -0.110 0.39
H 9.659054 -3.524477 -2.335831 0.998 0.007 0.621 0.35
H 8.760704 -4.843447 -2.438651 -0.225 -0.805 0.247 0.35
H 6.383754 -3.598097 -0.968691 0.158 -0.069 -0.324 0.49
H 6.696304 -3.618157 0.695559 0.456 -0.058 0.180 0.36
H 6.789904 -5.128307 -0.179441 -0.094 -0.031 -0.140 0.34
H 8.767194 -2.870207 -0.120131 0.218 0.283 -0.781 0.15
H 9.198184 -5.862577 0.109119 -0.430 -0.042 -0.039 0.39
H 9.120724 -4.686367 1.420309 -0.282 0.137 0.021 0.42
H 11.406984 -3.820027 2.083129 -0.759 -0.946 0.219 0.33
H 11.080014 -2.674817 0.906379 -0.042 0.079 -0.855 0.30
H 12.504264 -3.800397 0.831979 -0.167 0.284 -0.661 0.30
C -8.717646 -2.586137 8.210399 0.177 0.340 -1.386 -1.39
C -8.448156 -3.823277 7.307789 -0.044 -1.428 1.702 0.28
C -8.089896 -3.588307 5.846849 -0.951 -0.139 -0.433 -0.74
O -7.420956 -4.702537 5.157539 -2.699 1.062 2.959 -0.37
C -6.805616 -4.238077 4.019619 1.894 0.505 -1.621 -0.76
N -7.316146 -4.650757 7.930719 0.291 1.170 -0.084 -0.30
H -7.459216 -4.865387 8.907219 -0.174 0.038 0.414 0.35
H -7.064816 -5.502517 7.449649 -0.163 -0.344 -0.688 0.34
H -6.541326 -4.008847 7.842889 0.900 -0.125 0.306 0.35
H -8.866696 -2.736217 9.279679 0.073 -0.594 -0.151 0.43
H -9.632206 -2.129067 7.832569 -0.125 -0.054 0.046 0.35
H -7.963676 -1.809987 8.079159 0.269 -0.100 0.034 0.39
H -9.294616 -4.491717 7.465239 -0.183 0.028 -0.634 0.28
H -7.641546 -2.601497 5.731529 1.111 -0.235 -0.013 0.46
H -9.080406 -3.360847 5.452829 -0.178 -0.460 -0.782 0.41
H -7.370906 -3.596327 3.343819 -0.508 0.248 0.456 0.31
H -6.498636 -5.050857 3.361409 0.021 -0.325 0.475 0.27
H -5.916006 -3.723927 4.383409 0.312 0.348 -0.672 0.33
C 6.005354 3.077153 0.003009 0.371 0.439 0.666 -1.40
C 7.029394 3.631853 -1.036931 -2.472 -0.170 1.836 0.05
C 6.355334 3.614813 -2.393531 1.982 0.857 -0.449 -0.72
O 7.157504 4.467933 -3.240641 0.240 -0.336 1.076 -0.44
C 6.711724 4.315903 -4.568221 -0.239 -0.937 -0.958 -0.72
N 7.307154 5.113713 -0.655081 -0.101 -2.054 -1.283 -0.28
H 7.969474 5.185423 0.104059 -0.139 0.351 0.331 0.34
H 7.720914 5.321393 -1.552731 0.553 1.337 -0.654 0.41
H 6.430484 5.606903 -0.563921 -0.138 0.426 0.418 0.34
H 6.397474 3.241493 1.006669 0.211 -0.400 0.131 0.39
H 5.657774 2.047583 -0.082211 0.707 -0.137 -0.364 0.40
H 5.053684 3.607343 0.039209 0.059 0.509 -0.601 0.41
H 8.013304 3.167923 -0.967751 -0.211 -0.167 -0.362 0.39
H 5.341214 4.014333 -2.400301 -0.212 -0.313 0.294 0.49
H 6.404284 2.572023 -2.707031 -0.366 -0.033 -0.356 0.44
H 7.182714 4.951633 -5.317951 -0.189 0.783 0.727 0.28
H 5.624084 4.366103 -4.517021 -0.043 0.260 -0.782 0.33
H 7.009494 3.334983 -4.938681 -0.280 -0.420 0.179 0.29
C -6.856696 -1.881907 -5.532221 2.804 0.989 -0.875 0.58
F -8.009826 -1.312657 -5.879961 -0.136 -0.204 0.427 -0.22
F -6.916566 -2.430387 -4.318201 -0.605 0.244 0.356 -0.23
F -6.589846 -2.875357 -6.384741 -0.460 -0.322 -0.185 -0.23
S -5.333496 -0.621387 -5.720791 1.466 1.796 -1.289 1.06
O -5.777546 0.647203 -5.164871 -1.097 -0.278 0.776 -0.68
O -4.172496 -1.136657 -4.980611 -1.513 -0.747 -0.589 -0.62
O -5.150586 -0.469247 -7.181221 -0.559 -1.377 1.633 -0.66
C 1.863764 -1.599317 -7.622331 2.246 0.200 1.681 0.58
F 2.475484 -1.601467 -8.832511 -0.476 0.446 0.603 -0.23
F 1.358844 -0.366127 -7.336551 0.039 -1.071 -0.930 -0.22
F 0.944614 -2.529667 -7.634511 -0.947 0.146 -0.215 -0.19
S 3.093884 -2.050437 -6.163951 0.570 -1.913 -0.306 1.06
O 2.452754 -1.490107 -4.999751 -0.510 0.613 0.351 -0.63
O 3.135754 -3.518617 -6.153761 -0.386 1.005 -0.416 -0.67
O 4.403524 -1.487697 -6.460021 -0.219 0.662 -0.417 -0.69
Br -0.566166 3.666433 -2.181371 0.037 -0.346 0.420 -0.89
Br -0.195916 -5.844687 -1.210371 -0.001 0.711 0.207 -0.69
```
Positions in Å, forces in eV/Å.

Results
Highest occupied orbital energy in eV: -7.0
LUMO in Eh: -0.13240
HOMO-LUMO gap in eV: 3.4
Net charge: +1

---

Number 1: energy -1743.1184 Ha. Number 2: energy -4082.4310 Ha. Number 3: energy -9323.3255 Ha.